1.
The following is a quantum chemistry calculation of a single C4H8O2 molecule, from OMol25.

Values from the calculation:
SMILES ... C[C@@H](O)CC=O
Charge ... 0
HOMO ... -9.92 eV
Energy above the lowest of the compared OMol25 structures with the same formula, charge and spin ... 26.6 kcal per mole
Energy ... -8372.1293 eV

Each line ends with the Mulliken charge.
Geometry (Å):
C  -1.14690  -0.50385  -0.91766  -1.248
C  -0.48061  0.56208  -0.06722  0.239
O  -1.49221  1.13731  0.74497  -0.544
C  0.63727  -0.03801  0.81472  -0.493
C  1.83791  -0.52367  0.02591  0.008
O  1.79303  -1.39197  -0.81494  -0.459
H  -1.98148  -0.07233  -1.47581  0.330
H  -0.43261  -0.95496  -1.60934  0.366
H  -1.53329  -1.29315  -0.26423  0.314
H  -0.04354  1.33690  -0.71905  0.264
H  -1.15297  1.96002  1.11673  0.321
H  0.21672  -0.89148  1.36146  0.265
H  0.97089  0.70370  1.55033  0.321
H  2.80778  -0.03059  0.25414  0.317


2.
The following is a quantum chemistry calculation of a single C4H8O2 molecule in a non-equilibrium geometry, from OMol25.

Values from the calculation:
SMILES ... O=CCCCO
Charge ... 0
HOMO ... -9.92 eV
Energy above the lowest of the compared OMol25 structures with the same formula, charge and spin ... 48.9 kcal per mole
Energy ... -8371.1617 eV

Each line ends with the Mulliken charge.
Geometry (Å):
O  0.86085  0.54552  -1.78398  -0.571
C  1.39087  0.83211  -0.71453  0.122
C  0.82311  0.40711  0.57213  -0.799
C  -0.70980  0.48254  0.66365  -0.420
C  -1.20927  -0.88304  0.10701  -0.429
O  -0.18130  -1.49358  -0.66652  -0.657
H  2.39691  1.27996  -0.73180  0.370
H  1.37185  0.78642  1.44147  0.375
H  0.86106  -0.75137  0.28284  0.426
H  -1.03006  0.63384  1.70250  0.322
H  -1.12661  1.30722  0.07340  0.247
H  -1.44338  -1.57662  0.92238  0.311
H  -2.08697  -0.77142  -0.53013  0.298
H  0.08274  -0.79867  -1.33842  0.406


3.
The following is a quantum chemistry calculation of C4H8O2 as an isolated structure in a non-equilibrium geometry, from OMol25.

Values from the calculation:
Charge ... 0
HOMO ... -9.45 eV
Energy above the lowest of the compared OMol25 structures with the same formula, charge and spin ... 72.9 kcal per mole
Energy ... -8370.1209 eV

Each line ends with the Mulliken charge.
Geometry (Å):
C  -0.95327  0.72478  1.16631  -1.099
C  -0.39187  0.79830  -0.22875  0.256
O  1.36167  1.13701  -0.37915  -0.521
C  1.38793  -0.23991  -0.52166  -0.554
C  -0.11661  -0.51504  -0.91356  -0.158
O  -0.66359  -1.67718  -0.33607  -0.545
H  -0.49216  -0.09509  1.72426  0.264
H  -0.77825  1.67483  1.66812  0.335
H  -2.03727  0.51478  1.17516  0.313
H  -0.63011  1.65452  -0.82368  0.423
H  1.43230  -0.73228  0.46649  0.253
H  2.14388  -0.66902  -1.19037  0.346
H  -0.31409  -0.50333  -1.99119  0.355
H  0.05144  -2.07236  0.18409  0.332


4.
The following is a quantum chemistry calculation of a single C4H8O2 molecule in a non-equilibrium geometry, from OMol25.

Values from the calculation:
SMILES ... CCOC(C)=O
Charge ... 0
HOMO ... -9.78 eV
Energy above the lowest of the compared OMol25 structures with the same formula, charge and spin ... 25.1 kcal per mole
Energy ... -8372.1935 eV

Each line ends with the Mulliken charge.
Geometry (Å):
C  -1.87707  -0.38204  0.31999  -0.878
C  -1.35830  0.87558  -0.35436  -0.212
O  0.12607  1.08260  -0.09673  -0.373
C  0.93775  0.01577  -0.13034  0.751
C  2.41363  0.22500  0.10470  -0.944
O  0.57660  -1.12271  -0.35552  -0.600
H  -0.96258  -0.97251  0.31852  0.330
H  -2.29096  -0.24320  1.32266  0.269
H  -2.51840  -1.00964  -0.30591  0.310
H  -1.46169  0.81403  -1.44110  0.253
H  -1.77778  1.82174  0.00144  0.254
H  2.68938  1.20738  0.47595  0.305
H  2.92115  0.02858  -0.84715  0.260
H  2.74083  -0.56205  0.79410  0.275


5.
The following is a quantum chemistry calculation of a 2-piece molecular cluster, C4H8O2 overall, from OMol25.

Values from the calculation:
SMILES ... CC(=O)[C@H]1CO1.[H][H]
Charge ... 0
HOMO ... -9.94 eV
Energy above the lowest of the compared OMol25 structures with the same formula, charge and spin ... 68.9 kcal per mole
Energy ... -8370.2930 eV

Each line ends with the Mulliken charge.
Geometry (Å):
C  1.75362  -1.04241  0.47487  -1.159
C  0.84474  0.06880  0.00629  0.576
O  1.04951  1.23110  0.27007  -0.484
C  -0.34470  -0.36832  -0.81411  -0.039
C  -1.70102  -0.26472  -0.25446  -0.344
O  -1.23669  0.63242  -1.24271  -0.388
H  2.37134  -1.39027  -0.36136  0.309
H  2.40686  -0.66393  1.26308  0.328
H  1.17660  -1.89906  0.83994  0.346
H  -0.14822  -1.16151  -1.53914  0.381
H  -1.84112  0.16393  0.73800  0.224
H  -2.46000  -0.97649  -0.57979  0.277
H  -1.16582  3.04356  0.85495  0.179
H  -0.72396  2.64006  0.41047  -0.205


6.
The following is a quantum chemistry calculation of C4H8O2 as an isolated structure in a non-equilibrium geometry, from OMol25.

Values from the calculation:
Charge ... 0
HOMO ... -8.67 eV
Energy above the lowest of the compared OMol25 structures with the same formula, charge and spin ... 101.4 kcal per mole
Energy ... -8368.8831 eV

Each line ends with the Mulliken charge.
Geometry (Å):
O  1.73208  1.10473  0.62754  -0.506
C  1.32153  -0.07473  -0.01106  -0.489
C  -0.12317  -0.01836  -0.20149  0.140
C  -0.96724  0.58609  -1.27963  -0.297
O  -2.03177  -0.34882  -0.92224  -0.432
C  -1.17102  -0.81410  0.02154  -0.356
H  2.69019  1.06778  0.60375  0.305
H  1.60980  -0.98202  0.53973  0.322
H  1.78618  -0.13670  -1.00385  0.323
H  -0.46033  -0.11140  2.06658  -0.165
H  -1.33306  1.59868  -1.15124  0.207
H  -0.66220  0.41094  -2.30899  0.248
H  -0.98055  -0.59435  2.41854  0.192
H  -1.41044  -1.68775  0.60081  0.508


7.
The following is a quantum chemistry calculation of a single C4H8O2 molecule, from OMol25.

Values from the calculation:
SMILES ... OC[C@H]1CCO1
Charge ... 0
HOMO ... -10.03 eV
Energy above the lowest of the compared OMol25 structures with the same formula, charge and spin ... 44.5 kcal per mole
Energy ... -8371.3505 eV

Each line ends with the Mulliken charge.
Geometry (Å):
O  -1.90730  0.80364  -0.33896  -0.520
C  -1.53765  -0.51993  -0.04961  -0.647
C  -0.07913  -0.58817  0.40750  0.386
C  1.01368  -0.34573  -0.64253  -0.723
C  1.39031  0.85594  0.22918  -0.284
O  0.28455  0.61529  1.12367  -0.537
H  -1.47408  1.33492  0.34882  0.331
H  -2.19424  -0.96711  0.71339  0.289
H  -1.65407  -1.10412  -0.97020  0.320
H  0.08952  -1.47365  1.03319  0.371
H  1.76685  -1.13213  -0.72867  0.299
H  0.62793  -0.08844  -1.63196  0.233
H  1.32627  1.83889  -0.25063  0.240
H  2.34735  0.77062  0.75680  0.243


8.
The following is a quantum chemistry calculation of C4H8O2 as an isolated structure, from OMol25.

Values from the calculation:
Charge ... 0
HOMO ... -9.52 eV
Energy above the lowest of the compared OMol25 structures with the same formula, charge and spin ... 69.9 kcal per mole
Energy ... -8370.2525 eV

Each line ends with the Mulliken charge.
Geometry (Å):
O  0.74199  -2.51850  -0.64609  -0.647
C  -0.02654  0.44976  -0.61941  -0.224
C  -1.25201  1.26319  -0.30617  -0.729
C  -0.90719  0.09233  0.55023  -0.200
O  0.09739  0.40707  1.51024  -0.408
C  1.02712  0.71292  0.44371  -0.239
H  1.52145  -2.72888  -0.12013  0.319
H  0.13817  -0.05900  -1.56115  0.379
H  -2.07284  1.09382  -0.99929  0.260
H  -1.16780  2.27169  0.09392  0.228
H  0.20119  -1.97129  -0.06333  0.332
H  -1.57516  -0.73745  0.76970  0.469
H  1.42178  1.73234  0.52284  0.259
H  1.85244  -0.00800  0.42493  0.203


9.
The following is a quantum chemistry calculation of a single C4H8O2 molecule, from OMol25.

Values from the calculation:
SMILES ... CCOCC=O
Charge ... 0
HOMO ... -9.76 eV
Energy above the lowest of the compared OMol25 structures with the same formula, charge and spin ... 36.0 kcal per mole
Energy ... -8371.7187 eV

Each line ends with the Mulliken charge.
Geometry (Å):
C  1.74111  -1.22578  -0.15503  -1.188
C  0.92282  0.04538  -0.06018  -0.206
O  -0.27181  -0.15125  -0.79720  -0.358
C  -1.24759  0.81544  -0.52295  -0.378
C  -1.92114  0.54201  0.81212  0.073
O  -2.51483  1.36852  1.45750  -0.482
H  1.83298  -1.52758  -1.20224  0.301
H  1.25399  -2.03691  0.39426  0.283
H  2.74381  -1.07628  0.25645  0.366
H  0.69286  0.27810  0.99298  0.339
H  1.47267  0.90811  -0.46926  0.304
H  -2.00976  0.73614  -1.30840  0.314
H  -0.85638  1.84392  -0.53503  0.284
H  -1.83874  -0.51982  1.13696  0.346